A 7-piece molecular cluster, C30H72Cl6N4 overall. Source: OMol25; level of theory: wB97M-V/def2-TZVPD.

The geometry in XYZ format:
```
112
Properties=species:S:1:pos:R:3:forces:R:3
C 20.424 12.189 28.838 -4.9 -1.0 -2.5
C 21.730 11.578 28.541 0.8 -1.4 0.0
N 22.123 10.782 29.773 -0.9 4.7 2.5
C 22.786 9.594 29.629 -5.2 -2.5 -1.6
C 23.823 9.568 28.728 8.1 -2.3 -2.1
C 22.761 11.661 30.801 -0.2 1.7 -1.8
C 22.789 11.125 32.272 0.1 -0.5 -1.4
H 19.447 11.506 29.229 3.2 1.4 -1.0
H 19.982 12.692 27.877 0.9 -0.8 1.5
H 20.539 12.960 29.486 0.0 2.3 2.3
H 22.451 12.411 28.067 -1.0 -1.9 1.4
H 21.492 10.871 27.740 0.8 -0.3 0.0
H 22.050 9.087 29.024 -1.2 -1.1 -0.1
H 22.859 8.867 30.420 0.3 0.6 1.1
H 24.033 10.312 27.950 -0.9 0.1 0.3
H 23.911 8.534 28.233 -0.1 1.4 0.5
H 24.740 9.579 29.384 0.2 0.2 -1.1
H 22.051 12.534 30.955 1.1 -0.6 -0.7
H 23.719 12.097 30.196 -1.4 -0.8 2.3
H 23.400 11.814 32.841 -0.2 0.3 0.3
H 23.254 10.121 32.420 -0.6 0.6 -0.3
H 21.710 11.163 32.565 1.1 -0.3 0.2
C 21.648 11.771 20.762 3.2 2.6 1.7
C 22.243 12.582 21.974 -2.4 -2.3 -0.4
N 22.625 11.653 23.061 -2.2 5.2 2.5
C 23.591 10.712 22.921 -4.4 -5.2 -0.9
C 24.730 11.006 22.237 5.8 3.4 4.2
C 22.997 12.586 24.157 -2.5 -2.4 2.2
C 21.760 12.931 25.022 0.4 -1.7 -3.2
H 22.416 11.163 20.427 1.9 -0.8 -1.6
H 21.170 12.293 20.008 -0.4 1.5 -1.6
H 21.005 11.054 21.009 -3.2 -2.6 2.0
H 21.420 13.194 22.361 0.2 -0.1 0.2
H 23.042 13.255 21.812 1.0 0.7 -1.1
H 23.086 10.001 22.204 0.2 -0.3 0.7
H 23.661 10.111 23.836 0.3 0.3 0.0
H 24.911 11.892 21.817 -0.8 4.0 -2.3
H 25.064 10.374 21.619 2.0 -5.3 -5.0
H 25.656 11.156 22.846 -0.3 -0.6 0.7
H 23.470 13.505 23.957 0.5 1.3 -1.2
H 23.682 12.142 24.857 0.6 -0.9 0.1
H 21.097 13.457 24.441 -1.5 1.8 -1.7
H 22.090 13.546 25.703 1.6 3.6 3.9
H 21.056 12.317 25.497 0.0 -2.4 0.6
C 18.892 4.840 23.595 -3.0 -1.2 1.7
C 20.087 5.237 24.351 0.3 3.6 3.1
N 20.771 6.522 23.778 -0.7 -3.1 0.8
C 21.562 7.341 24.652 -5.9 2.7 3.0
C 22.218 6.745 25.849 3.7 9.4 -3.8
C 21.649 6.100 22.784 -0.8 -1.6 -6.0
C 21.589 7.113 21.631 -0.9 -0.4 -0.3
H 18.335 3.868 24.018 1.4 2.2 -0.5
H 19.125 4.572 22.641 0.5 -0.6 -3.0
H 18.140 5.667 23.579 0.6 -0.7 0.0
H 20.859 4.454 24.494 -0.6 0.3 0.3
H 19.588 5.675 25.319 1.6 -1.3 -0.9
H 20.700 7.943 25.244 1.4 -0.4 -1.5
H 22.016 8.124 24.044 0.7 -0.3 0.4
H 21.867 5.986 26.166 -5.2 -9.9 3.8
H 22.207 7.450 26.662 0.6 0.4 0.2
H 23.124 6.514 25.467 3.8 -0.8 -0.1
H 21.302 5.204 22.173 0.1 0.2 1.5
H 22.727 5.925 22.918 -0.1 0.1 1.0
H 22.134 6.770 20.810 2.5 -0.1 -0.9
H 21.849 7.991 22.123 1.1 2.2 -0.3
H 20.731 7.341 20.975 -1.1 -0.5 1.5
C 26.352 9.058 25.434 -0.2 2.4 2.6
C 26.042 7.676 26.004 6.1 0.1 0.5
N 26.746 6.715 25.007 -3.8 2.3 0.6
C 27.358 5.540 25.518 2.7 3.1 1.3
C 26.721 4.833 26.560 -2.7 -7.4 -0.5
C 25.714 6.459 24.077 -0.8 -1.0 -5.7
C 26.508 6.112 22.788 -5.7 0.1 -3.0
H 25.995 9.331 24.461 -0.5 -0.7 -0.8
H 27.452 9.141 25.388 -0.5 0.4 0.2
H 25.856 9.970 26.095 1.5 -2.3 -1.2
H 25.055 7.572 26.162 -3.6 -1.1 0.1
H 26.543 7.513 27.046 -0.7 0.7 -1.7
H 27.976 6.023 26.206 2.9 1.3 0.5
H 28.047 4.997 24.888 -0.5 -0.2 -0.7
H 26.022 5.277 27.202 -0.2 1.3 1.2
H 27.423 4.073 27.072 -1.0 1.5 -0.5
H 26.028 4.150 25.975 0.1 -0.2 1.0
H 25.205 7.361 23.461 0.5 -1.3 2.9
H 24.932 5.627 24.191 0.8 1.2 0.8
H 25.690 5.907 21.814 2.3 0.6 2.7
H 27.200 5.390 22.687 2.1 -3.1 0.5
H 27.004 6.984 22.572 1.2 2.2 -0.9
Cl 28.536 9.894 20.201 0.0 -0.3 0.0
C 29.144 9.731 21.847 -3.5 0.8 1.9
C 29.101 11.160 22.485 -6.5 -4.3 4.0
Cl 29.635 11.130 24.255 -0.1 0.2 -1.7
H 30.115 9.632 21.911 5.3 -1.4 -0.9
H 28.759 8.808 22.426 -0.2 2.0 -0.9
H 27.991 11.503 22.486 1.5 -0.7 0.6
H 29.438 11.848 21.890 3.4 3.8 -2.9
Cl 28.229 14.740 23.246 -0.3 1.3 0.1
C 27.722 16.287 22.429 0.9 -2.9 -5.4
C 26.236 16.528 22.369 1.6 -0.5 -4.0
Cl 25.351 15.120 21.829 -0.6 0.0 -0.2
H 28.216 16.181 21.343 -1.2 0.2 2.3
H 28.058 17.174 22.798 1.8 2.0 1.8
H 26.018 17.468 21.813 0.0 -0.9 0.1
H 26.167 16.688 23.329 -2.3 0.8 5.2
Cl 18.258 9.471 21.342 0.7 -0.5 0.3
C 19.090 9.605 22.932 2.4 0.4 1.0
C 18.390 10.700 23.667 -0.5 -0.6 -0.6
Cl 16.671 10.522 23.866 -1.3 -0.8 0.6
H 20.292 9.940 22.792 -3.4 -1.1 0.3
H 18.978 8.705 23.604 0.4 0.4 -1.5
H 18.394 11.585 23.188 0.4 2.8 -2.9
H 18.752 11.116 24.534 1.4 -0.6 2.8
```
Forces are in eV/Å.

Calculated values
* DFT total energy: -113354.5653 eV
* SMILES string: CCN(CC)CC.CCN(CC)CC.CCN(CC)CC.CCN(CC)CC.ClCCCl.ClCCCl.ClCCCl
* frontier orbital gap: 8.620 eV
* relative energy (zero: lowest compared OMol25 entry of this formula, charge and spin): 52.99 kcal per mole
* total charge: 0

The molecule C5H10O2. Source: OMol25; level of theory: wB97M-V/def2-TZVPD.

The geometry in XYZ format:
```
17
Properties=species:S:1:pos:R:3:forces:R:3
C -1.973 -1.741 -0.169 0.0 0.0 0.0
C -1.048 -0.796 0.573 -0.2 -0.1 0.2
O -0.197 -0.186 -0.379 0.0 0.0 0.0
C 0.723 0.752 0.139 0.1 0.1 0.1
C 2.159 0.346 -0.161 0.0 0.0 0.0
C 0.388 2.110 -0.471 0.3 0.3 0.0
O 1.161 3.035 -0.523 -0.4 -0.4 0.0
H -1.389 -2.481 -0.724 -0.1 0.1 0.1
H -2.635 -2.264 0.529 0.1 0.1 -0.1
H -2.590 -1.186 -0.883 0.1 -0.1 0.1
H -1.635 -0.036 1.115 0.1 -0.1 -0.1
H -0.446 -1.341 1.317 -0.1 0.1 -0.1
H 0.595 0.859 1.231 0.0 0.0 -0.2
H 2.823 1.196 0.014 -0.1 -0.1 0.0
H 2.472 -0.489 0.472 -0.1 0.1 -0.1
H 2.238 0.041 -1.209 0.0 0.1 0.1
H -0.647 2.182 -0.872 0.1 0.0 0.0
```
Forces are in eV/Å.

Calculated values
* DFT total energy: -9441.3544 eV
* SMILES string: CCO[C@@H](C)C=O
* frontier orbital gap: 10.599 eV
* relative energy (zero: lowest compared OMol25 entry of this formula, charge and spin): 38.94 kcal per mole
* total charge: 0

The molecule C5H8N2S. Source: OMol25; level of theory: wB97M-V/def2-TZVPD.

The geometry in XYZ format:
```
16
Properties=species:S:1:pos:R:3:forces:R:3
C 1.707 0.000 -0.669 -0.1 -0.9 0.8
N 1.499 -1.208 -0.282 0.0 1.1 -1.3
C 0.490 -1.551 0.676 -0.1 0.4 1.7
C -0.866 -0.782 0.694 -0.8 -0.8 0.4
S -1.558 -0.081 -0.906 0.4 -0.2 1.2
C -1.021 0.690 0.680 0.4 -0.8 -0.5
C 0.210 1.535 0.754 1.0 0.4 -0.1
N 1.291 1.208 -0.163 0.2 0.1 -1.1
H 2.385 0.195 -1.506 0.1 -0.4 0.2
H 0.968 -1.413 1.720 -0.9 -0.4 -1.1
H 0.250 -2.634 0.551 0.2 0.8 0.2
H -1.642 -1.277 1.370 1.1 0.4 -1.2
H -1.851 1.060 1.251 -0.2 0.2 0.3
H -0.018 2.552 0.432 -0.3 0.1 0.7
H 0.644 1.503 1.788 -0.7 0.3 -0.6
H 1.542 1.954 -0.812 -0.3 -0.3 0.5
```
Forces are in eV/Å.

Calculated values
* DFT total energy: -19128.8319 eV
* SMILES string: C1=NC[C@@H]2S[C@@H]2CN1
* frontier orbital gap: 9.317 eV
* relative energy (zero: lowest compared OMol25 entry of this formula, charge and spin): 36.65 kcal per mole
* total charge: 0

A 2-piece molecular cluster, C5H8N2O overall. Source: OMol25; level of theory: wB97M-V/def2-TZVPD.

The geometry in XYZ format:
```
16
Properties=species:S:1:pos:R:3:forces:R:3
C 0.039 -1.605 -2.813 1.1 5.2 0.8
C 0.763 -1.256 -1.725 -1.6 0.4 -2.5
N 1.118 0.063 -1.654 0.5 0.0 0.1
C 1.309 1.217 -1.564 0.5 1.0 0.2
O 1.554 2.377 -1.487 -0.3 -1.0 -0.1
H -0.234 -2.527 -3.045 -1.2 -4.0 -0.7
H -0.292 -0.753 -3.503 0.7 -1.5 0.9
H 1.009 -1.927 -0.940 0.5 -0.3 0.6
C 1.127 1.255 1.875 0.6 0.2 -2.6
N 0.417 0.789 0.925 3.6 0.6 0.7
C -0.938 0.728 1.087 -3.2 0.5 1.5
H 2.210 1.519 1.797 -0.8 -0.9 -0.2
H 0.612 1.661 2.669 -0.9 0.8 2.4
H -1.270 -0.257 0.998 -0.4 -2.0 -0.5
H -1.386 0.982 2.085 0.7 0.5 -0.3
H -1.525 1.252 0.338 0.3 0.4 -0.3
```
Forces are in eV/Å.

Calculated values
* DFT total energy: -10339.6237 eV
* SMILES string: C=CN=C=O.C=NC
* frontier orbital gap: 9.907 eV
* relative energy (zero: lowest compared OMol25 entry of this formula, charge and spin): 71.54 kcal per mole
* total charge: 0

C42H65BrClCsNO10P2 as an isolated structure. Source: OMol25; level of theory: wB97M-V/def2-TZVPD.

The geometry in XYZ format:
```
123
Properties=species:S:1:pos:R:3:forces:R:3
Cs -0.479 0.078 0.180 3.3 0.0 -2.3
Cl -0.972 5.575 5.996 0.0 0.1 0.2
C -1.238 4.494 4.652 0.2 0.1 0.1
C -2.548 4.200 4.264 0.1 -0.1 0.0
C -2.761 3.366 3.207 -0.2 -0.1 -0.1
C -1.700 2.765 2.442 0.1 0.5 0.5
O -1.954 2.024 1.464 -0.4 0.1 -0.2
C -0.367 3.092 2.892 -0.7 -0.1 -0.1
C 0.806 2.577 2.243 0.8 0.2 0.2
O 0.883 1.881 1.249 0.9 1.5 0.8
C -0.176 3.945 3.986 -0.1 0.0 0.0
H -3.378 4.636 4.804 0.0 0.0 0.0
H -3.772 3.140 2.899 -0.1 0.0 -0.1
H 1.746 2.898 2.751 0.0 -0.1 -0.1
H 0.835 4.174 4.297 0.1 0.0 0.0
C 7.577 -4.312 -0.559 0.0 0.1 0.2
C 7.205 -3.248 0.486 0.1 -0.1 0.0
C 7.010 -3.950 1.833 0.0 0.1 -0.3
C 8.367 -2.256 0.634 -0.2 -0.2 0.0
C 5.947 -2.541 0.002 0.0 0.0 0.1
C 4.720 -2.637 0.638 0.1 -0.1 0.1
C 3.602 -2.075 0.066 -0.4 0.1 0.1
Br 1.914 -2.238 1.006 0.7 -0.3 -0.2
C 3.584 -1.379 -1.167 0.1 -0.4 0.4
O 2.505 -0.933 -1.672 -0.4 0.3 -0.2
C 4.882 -1.230 -1.771 -0.1 0.1 -0.1
C 5.985 -1.812 -1.188 0.1 -0.1 0.1
C 4.995 -0.406 -3.047 0.0 0.1 -0.2
C 6.422 -0.320 -3.606 -0.3 0.0 0.2
C 4.522 1.022 -2.740 -0.1 -0.1 0.0
C 4.112 -1.044 -4.127 0.0 0.1 0.1
H 8.459 -4.872 -0.248 0.2 -0.1 0.0
H 7.782 -3.850 -1.521 0.0 0.0 -0.1
H 6.750 -5.006 -0.690 -0.1 -0.1 0.0
H 7.936 -4.444 2.127 0.1 0.0 0.0
H 6.230 -4.703 1.768 -0.1 -0.1 0.0
H 6.743 -3.235 2.606 -0.1 0.1 0.2
H 9.262 -2.773 0.977 0.1 0.0 0.0
H 8.112 -1.482 1.354 0.0 0.1 0.1
H 8.595 -1.773 -0.312 0.1 0.1 -0.1
H 4.608 -3.148 1.582 0.0 -0.1 0.1
H 6.944 -1.705 -1.673 0.1 0.0 -0.1
H 7.099 0.158 -2.900 0.1 0.0 0.1
H 6.409 0.278 -4.518 0.0 0.0 0.0
H 6.807 -1.308 -3.855 0.1 -0.1 0.0
H 5.197 1.488 -2.023 0.1 0.1 0.1
H 3.525 1.005 -2.310 -0.1 0.0 0.0
H 4.506 1.629 -3.646 0.0 0.1 -0.1
H 4.511 -2.018 -4.405 0.1 -0.1 -0.1
H 4.072 -0.413 -5.015 0.0 0.1 -0.2
H 3.110 -1.177 -3.738 -0.1 0.0 -0.1
O 0.190 -2.211 -2.260 0.3 0.3 0.3
C -0.229 -1.889 -3.549 -0.4 0.0 -0.5
C -0.541 -0.401 -3.780 0.3 -0.3 0.0
C 0.733 0.448 -3.853 -0.2 -0.1 0.0
C 0.510 1.908 -3.610 0.2 0.1 -0.5
C 0.553 2.855 -4.635 0.0 0.1 0.0
C 0.421 4.196 -4.319 0.0 0.0 0.1
C 0.248 4.561 -2.992 0.0 -0.1 0.0
C 0.194 3.546 -2.045 0.0 0.5 -0.1
N 0.317 2.270 -2.349 0.0 -0.5 0.3
H 1.054 -1.765 -2.067 0.0 -0.2 0.2
H -1.153 -2.463 -3.702 0.1 0.1 -0.1
H 0.503 -2.234 -4.301 -0.1 0.1 0.0
H -1.156 -0.064 -2.950 -0.2 0.1 0.0
H -1.117 -0.310 -4.708 -0.1 0.1 0.0
H 1.218 0.303 -4.822 0.1 0.0 0.1
H 1.397 0.107 -3.056 0.2 0.0 -0.2
H 0.702 2.548 -5.662 0.0 -0.1 0.0
H 0.461 4.951 -5.095 0.0 0.0 0.0
H 0.159 5.598 -2.703 0.0 0.0 0.1
H 0.054 3.761 -0.996 -0.1 0.1 0.2
C -4.942 -2.760 4.440 0.2 0.3 0.0
C -4.673 -1.266 4.294 -0.6 -0.2 0.5
C -5.929 -0.524 3.856 0.4 0.0 0.1
O -3.567 -1.041 3.438 0.3 0.1 -0.8
P -3.388 -1.109 1.849 -1.6 -0.4 1.4
O -1.970 -1.207 1.557 -1.0 -1.4 1.4
C -4.258 0.315 1.131 0.9 -0.9 -0.5
P -3.957 0.165 -0.643 -2.1 0.8 -0.7
O -2.631 -0.194 -1.119 -1.1 -0.2 -0.8
O -4.999 -0.908 -1.255 0.5 0.2 0.2
C -6.409 -0.706 -1.265 -0.7 0.1 -0.1
C -7.094 -1.719 -0.352 0.3 0.3 -0.1
C -6.896 -0.856 -2.705 0.3 0.2 0.4
O -4.550 1.589 -1.114 0.2 -0.7 0.7
C -4.307 2.010 -2.458 0.0 0.4 -0.8
C -5.519 2.823 -2.906 0.2 -0.4 0.2
C -3.031 2.830 -2.507 -0.2 -0.3 0.1
O -4.246 -2.371 1.321 0.1 1.0 0.4
C -3.510 -3.441 0.703 0.3 -0.9 -0.4
C -2.934 -4.358 1.770 -0.1 0.3 -0.1
C -4.462 -4.165 -0.237 0.2 0.4 0.2
H -5.695 -2.932 5.205 -0.1 0.0 0.1
H -4.024 -3.271 4.719 0.0 -0.1 0.0
H -5.289 -3.161 3.492 -0.1 -0.1 -0.1
H -4.337 -0.860 5.259 -0.1 -0.1 -0.2
H -6.301 -0.948 2.926 -0.2 0.0 -0.1
H -5.710 0.531 3.718 -0.1 0.1 0.0
H -6.697 -0.626 4.621 -0.1 0.0 0.0
H -3.694 1.200 1.446 0.2 0.2 0.0
H -5.314 0.404 1.356 -0.1 -0.2 0.0
H -6.618 0.313 -0.911 0.0 -0.1 -0.1
H -7.095 -2.701 -0.817 0.0 -0.1 0.0
H -8.121 -1.415 -0.162 -0.1 0.0 0.0
H -6.556 -1.791 0.588 0.0 0.0 0.1
H -6.638 -1.844 -3.077 0.0 -0.1 0.0
H -6.416 -0.118 -3.342 0.0 0.1 -0.1
H -7.973 -0.723 -2.753 -0.1 0.0 0.0
H -4.190 1.118 -3.090 -0.1 0.1 0.0
H -5.619 3.696 -2.266 0.0 0.1 0.0
H -6.431 2.236 -2.840 -0.1 -0.1 0.0
H -5.388 3.147 -3.935 0.0 0.1 -0.1
H -3.136 3.715 -1.884 0.0 0.1 0.1
H -2.813 3.126 -3.530 0.1 0.1 -0.1
H -2.210 2.236 -2.120 0.2 0.0 0.0
H -2.684 -3.009 0.133 -0.1 0.0 0.0
H -3.728 -4.845 2.335 -0.1 -0.1 0.0
H -2.320 -3.768 2.446 0.1 -0.1 0.1
H -2.308 -5.111 1.299 0.1 -0.1 0.0
H -5.328 -4.530 0.312 -0.1 -0.1 0.0
H -3.948 -5.004 -0.700 0.0 -0.1 0.0
H -4.789 -3.481 -1.013 -0.1 0.0 -0.1
```
Forces are in eV/Å.

Calculated values
* DFT total energy: -168273.1524 eV
* frontier orbital gap: 5.693 eV
* total charge: -1

The molecule C5H13N3Si. Source: OMol25; level of theory: wB97M-V/def2-TZVPD.

The geometry in XYZ format:
```
22
Properties=species:S:1:pos:R:3:forces:R:3
C 3.267 -0.751 -0.113 -0.1 2.0 -0.3
C 2.067 -0.454 0.747 -0.1 -1.0 -0.9
C -0.675 1.774 0.085 -1.2 0.0 -2.2
C -1.770 -0.678 1.573 -0.4 3.7 -0.4
C -1.336 -0.709 -1.715 -2.2 -1.0 3.8
N 3.504 -1.890 -0.552 0.4 -3.7 -0.2
N 0.764 -0.893 0.159 1.4 0.1 0.3
N 3.811 -2.932 -0.871 -0.3 -0.2 -0.4
Si -0.761 -0.099 -0.040 -1.1 -0.1 1.4
H 4.113 -0.197 -0.463 -0.1 1.6 0.4
H 2.290 -0.986 1.658 -0.4 -0.2 0.7
H 2.190 0.594 0.959 -0.8 0.5 0.1
H -0.402 2.236 -0.905 -0.4 -0.4 0.9
H -1.568 2.285 0.494 0.2 -0.5 -0.4
H 0.095 2.003 0.729 1.9 0.7 1.6
H -1.119 -0.279 2.413 -0.4 -1.3 -0.8
H -2.727 -0.065 1.797 1.2 -1.1 -0.8
H -2.020 -1.706 1.528 0.1 -1.1 0.6
H -1.359 -1.768 -1.587 0.6 -1.2 -0.2
H -2.373 -0.569 -1.903 -0.9 0.9 -0.5
H -0.702 -0.429 -2.437 2.1 1.0 -2.9
H 0.696 -1.922 0.065 0.3 1.0 0.1
```
Forces are in eV/Å.

Calculated values
* DFT total energy: -17742.0378 eV
* frontier orbital gap: 8.974 eV
* relative energy (zero: lowest compared OMol25 entry of this formula, charge and spin): 0.00 kcal per mole
* total charge: 0